Entry 1:
Formula: C21H40N6O7
Source: the Open Molecules 2025 dataset
Level of theory: wB97M-V/def2-TZVPD

```
74
Properties=species:S:1:pos:R:3:forces:R:3
O 2.779 0.147 -2.871 0.1722 -2.8716 -0.0013
O 2.489 4.238 -4.572 0.5054 -1.0412 -0.0864
O -2.522 -5.611 5.694 2.6178 -1.0995 -0.8157
O 0.786 -1.241 1.290 -0.7320 1.4240 0.7559
O -0.720 -0.423 2.630 0.7564 0.7147 -0.8548
O 2.565 -4.705 3.983 0.8785 0.2824 0.0080
O -3.600 5.835 0.534 -0.2274 0.3501 1.3455
N 0.014 -0.326 1.656 0.4707 -1.7381 -1.1168
N -1.781 -4.372 4.029 0.6516 0.7252 -0.2545
N -5.310 5.178 1.743 -6.2050 -2.5289 1.6572
N 3.316 -2.171 -2.605 -0.8356 0.2942 -2.5113
N 0.429 3.881 -5.288 -1.2219 -1.3012 -2.3911
N 3.991 -4.368 2.228 -1.2483 -0.8610 -0.1804
C -2.928 -3.388 4.168 5.4052 2.1759 -5.8115
C -0.745 -3.952 3.124 0.2451 -1.2775 5.9911
C -0.119 0.791 0.693 -2.2732 5.0362 -0.0430
C 3.624 -3.354 -3.418 -0.6782 0.1634 -3.7852
C -0.620 2.964 -5.669 -0.6374 -1.3085 -2.6408
C -0.651 2.888 -1.319 -1.0248 -0.0352 2.8735
C -5.908 4.344 2.890 -1.2014 2.9523 0.6574
C 2.785 -4.358 1.209 0.3503 2.7253 2.1668
C -1.367 3.004 -0.015 5.2749 -8.1420 0.3435
C 0.741 1.008 -0.431 -3.0528 0.7670 -0.2235
C 1.692 3.427 -5.028 -0.6536 3.8187 0.6033
C 3.717 -4.648 3.572 -2.1560 -0.5113 -2.3685
C -6.419 5.516 0.730 0.8347 0.7794 2.3823
C 2.843 -1.026 -3.294 0.6773 1.3950 0.9950
C 3.858 -2.113 -1.313 -1.4662 2.3111 2.1650
C 0.031 5.272 -4.945 3.1176 0.5400 -1.5015
C -1.191 1.867 1.028 0.8914 0.8463 -2.9410
C -4.071 5.465 1.639 4.0406 0.4149 -4.3639
C 5.335 -4.234 1.707 -0.1650 6.1072 2.0933
C 0.353 1.925 -1.556 -0.9956 -0.5415 1.9270
C -1.595 -5.427 4.865 -2.9985 1.3990 0.8839
H -1.040 3.689 -1.993 0.8785 -1.1024 -0.0418
H 0.731 6.091 -5.644 -2.1358 -2.3471 2.4449
H -2.543 -2.378 4.557 -0.5001 -1.5227 -0.4549
H 2.724 -3.891 -3.867 0.6442 0.7133 1.1109
H 6.103 -4.251 2.449 0.1052 -0.5577 1.1079
H -1.854 1.788 1.978 1.4291 0.1244 -1.9334
H -2.022 3.737 0.041 -3.1448 3.2818 0.8854
H 2.550 -3.153 1.295 0.1572 -3.2189 -1.5042
H -0.623 -5.984 4.674 -1.1447 0.2605 0.4997
H -3.565 -3.823 4.771 -3.8267 -1.8696 2.6041
H -6.580 5.105 3.584 1.3915 -1.8481 -1.8216
H 0.361 5.093 -3.946 0.3959 2.2287 1.2896
H 1.592 0.387 -0.411 0.8614 -0.6874 -0.8676
H -7.191 4.818 0.493 0.3678 -1.7936 0.1096
H -6.105 5.946 -0.168 1.1529 0.5573 -1.1086
H 4.523 -5.046 4.154 1.1349 0.4002 0.4827
H -7.043 6.231 1.240 0.0158 0.8498 0.2935
H 4.551 -1.336 -1.140 1.4020 0.8836 -0.4522
H -3.175 -3.224 2.968 -0.2610 -0.2322 3.3708
H 0.068 -4.550 3.049 1.9959 -3.4430 -0.0716
H 5.548 -4.905 1.038 1.0634 -3.9198 -3.9076
H 4.273 -4.146 -3.050 -0.0287 0.5738 0.8769
H -1.152 2.705 -4.814 -0.8710 -1.0999 1.8313
H 3.147 -1.846 -0.524 -0.8586 0.2192 -0.4250
H 4.196 -2.973 -0.855 1.0823 -2.3425 -0.2026
H -1.028 5.542 -4.927 0.1826 -0.6808 -0.5994
H 1.856 -4.869 1.556 1.0938 0.3881 0.6101
H -5.117 4.015 3.647 -1.0916 -0.2559 -1.6411
H 4.129 -3.015 -4.400 -0.3982 -0.3936 1.4827
H -0.149 -3.205 3.482 0.6657 3.2788 1.1381
H -3.302 5.218 2.373 -0.7122 -0.0517 0.9911
H 2.993 -4.920 0.262 0.5318 1.3286 0.5939
H -1.465 3.426 -6.256 1.3473 -0.0176 -0.0162
H -0.338 1.953 -6.251 -0.0909 2.4553 1.3730
H -1.021 -3.789 2.239 -2.7757 1.6347 -7.0575
H -6.657 3.647 2.355 1.6775 0.4947 1.4799
H 5.718 -3.156 1.214 -1.8647 -2.2343 0.9604
H 2.545 -1.143 -4.364 0.2474 -0.8666 0.6561
H 0.663 1.777 -2.610 0.6827 0.1144 1.1907
H 1.911 2.418 -5.272 0.0811 -1.2664 -0.2355
```
Positions in Å, forces in eV/Å.

As for the LUMO energy: -0.78 eV. As for the energy above the lowest of the compared OMol25 structures with the same formula, charge and spin: 239.4 kcal/mol. Its SMILES is O=[N+]([O-])c1ccccc1.CN(C)C=O.CN(C)C=O.CN(C)C=O.CN(C)C=O.CN(C)C=O. The value obtained for the frontier orbital gap is 0.2852 hartree.

---

Entry 2:
Formula: C21H41AsN3O2SSi3Zn
Source: the Open Molecules 2025 dataset
Level of theory: wB97M-V/def2-TZVPD

```
73
Properties=species:S:1:pos:R:3:forces:R:3
As -0.030 2.398 1.106 0.0685 0.2421 0.1376
Zn 0.281 0.150 0.190 -0.0593 -0.1265 -0.0812
S 4.890 -0.872 1.143 0.0338 -0.1004 -0.0381
Si -2.256 3.235 0.664 -0.0454 -0.0062 0.0181
Si 0.031 2.286 3.504 0.0223 0.0103 -0.0005
Si 1.371 3.973 -0.040 -0.1436 0.0586 0.0013
O -1.865 0.341 -0.425 0.0293 0.0128 -0.0965
O 0.078 -1.493 -0.656 0.1816 -0.1197 -0.0557
N 2.663 -1.767 0.288 -0.0566 0.1845 0.0822
N 2.416 -0.447 0.660 0.0202 -0.4239 -0.1500
N 3.537 1.407 1.567 -0.0466 -0.8189 0.3308
C -3.049 -2.579 -2.231 -0.0458 0.0686 0.0165
C -2.525 4.917 1.413 0.0624 0.1636 0.1158
C 4.416 -3.498 0.156 0.0285 0.0572 -0.0644
C -4.030 -0.020 -1.291 -0.0055 -0.0400 -0.0605
C -2.666 -3.806 -2.691 0.0448 -0.0587 -0.0153
C 1.729 2.120 4.242 0.2460 0.0097 -0.1121
C -2.604 -0.450 -1.047 0.0205 -0.0323 -0.0113
C 0.770 5.703 0.282 -0.1031 0.1171 0.0121
C -2.428 3.452 -1.175 0.0397 -0.0952 -0.1353
C -0.743 3.817 4.220 -0.1327 0.0900 0.0162
C -0.458 -3.452 -1.773 0.0389 -0.0476 -0.0177
C -0.829 -2.175 -1.290 -0.0192 0.0934 0.0527
C -3.469 2.092 1.487 -0.0370 -0.1701 0.1428
C 1.203 3.464 -1.817 -0.0256 -0.0678 -0.1508
C 5.552 -3.468 -0.869 -0.0210 0.0506 0.0248
C 3.870 -2.141 0.469 0.0552 0.2149 0.0787
C 3.495 0.136 1.129 -0.1720 0.0291 0.0779
C 3.163 3.894 0.447 0.3158 0.2253 -0.1694
C -1.348 -4.239 -2.452 -0.0448 -0.0105 -0.0191
C -0.932 0.735 3.848 -0.1277 -0.1160 -0.0145
C -2.157 -1.735 -1.525 -0.0157 0.0382 0.0266
H 4.763 -3.961 1.082 -0.0108 -0.0002 0.0276
H 4.394 1.823 1.880 -0.0015 0.0020 0.0465
H -0.078 5.957 -0.358 0.0283 0.0111 0.0700
H -4.063 -2.244 -2.411 0.0636 -0.0297 0.0057
H -3.362 -4.434 -3.230 0.0299 0.0166 0.0211
H 2.704 1.967 1.546 0.0145 -0.1641 0.1475
H -3.215 1.043 1.342 -0.0792 0.0871 0.0654
H -4.243 0.016 -2.361 0.0045 -0.0100 0.0513
H -4.470 2.267 1.080 0.0611 0.0225 0.0445
H -1.981 0.843 3.566 0.0387 -0.0521 0.0224
H -1.834 3.756 4.222 0.0775 0.0403 0.0067
H 1.588 2.137 5.329 0.0272 -0.0003 -0.0663
H 1.444 2.405 -1.948 0.0187 0.0586 -0.0294
H -2.444 4.922 2.499 -0.0436 0.0439 -0.0549
H 3.669 4.687 -0.117 -0.0902 0.0109 0.0690
H -3.550 5.216 1.158 0.0907 -0.0499 0.0048
H -4.190 0.963 -0.861 0.0170 0.0311 -0.0155
H -4.726 -0.729 -0.838 0.0203 0.0365 -0.0293
H 6.382 -2.840 -0.532 -0.0448 -0.0487 -0.0183
H 5.201 -3.080 -1.827 0.0220 -0.0060 0.0430
H 2.390 2.955 3.986 -0.0300 -0.0899 0.0461
H 0.191 3.627 -2.190 0.0532 -0.0191 -0.0189
H -0.519 -0.111 3.291 -0.0155 0.0075 0.0704
H -0.888 0.485 4.912 -0.0119 0.0300 -0.0500
H -0.412 3.936 5.257 -0.0375 -0.0238 -0.0655
H -3.489 3.544 -1.432 0.0668 -0.0127 0.0226
H -3.513 2.307 2.559 -0.0273 0.0074 -0.0465
H 1.577 6.409 0.064 -0.0691 -0.0504 -0.0046
H 0.559 -3.771 -1.579 -0.0515 0.0015 -0.0178
H 2.222 1.181 3.986 0.0062 0.0652 -0.0052
H 3.324 4.097 1.511 0.0385 0.0137 -0.0820
H 3.635 2.945 0.186 -0.0579 0.5815 -0.2356
H -1.035 -5.213 -2.811 0.0024 0.0338 0.0147
H -1.854 5.675 1.012 -0.0425 0.0266 0.0171
H -1.939 4.380 -1.484 -0.0264 -0.0574 -0.0089
H 5.942 -4.473 -1.028 -0.0307 0.0422 0.0017
H 1.894 4.042 -2.440 -0.0461 -0.0205 0.0231
H 0.472 5.844 1.323 0.0342 0.0486 -0.0537
H -2.006 2.619 -1.735 -0.0521 0.0008 -0.0566
H 3.580 -4.090 -0.212 -0.0369 -0.0123 0.0123
H -0.449 4.712 3.668 -0.0154 -0.0041 0.0837
```
Positions in Å, forces in eV/Å.

As for the LUMO energy: -1.99 eV. The net charge is +1. The value obtained for the frontier orbital gap is 0.3044 hartree.

---

Entry 3:
Formula: C21H41Br3O10S5
Source: the Open Molecules 2025 dataset
Level of theory: wB97M-V/def2-TZVPD

```
80
Properties=species:S:1:pos:R:3:forces:R:3
Br -2.514 -0.004 -0.026 1.0522 0.4049 -0.8919
Br 0.356 -1.098 -1.260 -1.2669 1.1654 -0.1600
Br -1.505 1.195 -2.855 0.3911 -0.6574 0.7687
S 0.087 -3.838 3.226 0.0674 -1.8429 -0.7766
S 0.111 6.290 -3.942 -2.2559 0.0919 -0.2834
S -7.161 -1.694 -0.476 -1.2985 1.5221 1.0026
S 2.771 1.342 1.859 2.7517 -0.1918 -2.1998
S 5.256 -2.868 -0.018 0.1427 2.7151 -0.2013
O 5.818 -1.536 -0.364 -0.3225 -2.1625 0.4275
O 0.486 -4.189 4.590 -0.1641 0.5958 -1.4720
O 1.464 5.961 -4.319 -0.1089 0.5337 -0.1277
O 2.922 0.841 3.187 -0.5002 -0.1518 1.1895
O -0.847 7.002 -4.837 2.2659 -1.4616 1.7196
O 5.992 -3.786 0.838 -0.7327 0.5018 -1.1684
O -7.332 -0.554 -1.382 0.3323 -1.0350 1.0421
O -8.020 -1.800 0.729 1.6612 -0.1246 -2.1138
O 1.999 0.511 0.922 -0.6676 1.3456 0.8910
O 0.407 -4.661 2.038 -0.4869 1.8065 2.2453
C -7.199 -3.183 -1.511 -0.3804 0.0164 1.1775
C -5.347 -1.787 -0.037 -0.5337 0.1192 -0.8732
C 3.637 -2.498 0.691 -0.3244 0.8834 -0.4948
C 2.697 -3.483 0.004 -1.5150 1.0473 2.5305
C 0.087 7.067 -2.267 -0.1974 -0.1135 -0.1153
C -1.049 -1.310 2.815 -0.4601 -1.0628 -0.1360
C -5.755 -3.398 -1.852 0.3590 -0.9157 -1.4202
C -4.879 -3.120 -0.663 0.4609 1.1857 1.4208
C 2.505 3.175 1.847 -2.0657 0.3042 -1.2964
C 3.013 -3.575 -1.420 1.6487 -1.4524 -1.3589
C 3.811 3.910 1.554 0.1270 -1.8982 1.6350
C -2.085 -2.391 2.428 1.1984 0.3666 -1.2573
C -0.914 0.460 -1.150 -0.1353 -0.4625 0.1294
C -0.626 4.711 -3.329 -0.3303 1.1622 0.1985
C 4.547 2.982 0.616 0.5058 -0.3853 -0.3148
C -0.001 4.536 -1.939 0.6079 2.0059 0.2179
C 0.292 -1.994 2.858 1.7189 1.6773 0.5447
C -0.129 5.942 -1.220 -1.4946 -0.1772 -1.0339
C 4.416 1.503 1.062 0.4681 0.9376 -0.0205
C -1.738 -3.615 3.265 -2.9420 0.4601 0.5702
C 4.536 -3.620 -1.547 0.4146 -0.4858 0.2068
H -0.975 -0.499 2.091 -0.0014 -0.0969 -0.1683
H 4.863 -4.658 -1.476 0.2419 0.0533 -0.3957
H -3.811 -2.987 -0.837 0.0334 -0.2873 -0.6092
H -4.947 -3.895 0.100 -0.2769 -0.2481 -0.1002
H -7.624 -3.927 -0.838 0.1028 -0.2814 -0.1305
H 0.379 6.103 -0.269 0.5601 -0.3422 -0.3374
H -0.516 3.805 -1.315 0.4959 -0.3120 -0.2227
H 3.779 4.925 1.158 -0.4983 -0.1267 0.3223
H -5.545 -2.788 -2.731 0.3771 0.4362 0.2445
H 3.352 -1.497 0.367 0.3874 0.1352 -0.4928
H 5.614 3.202 0.602 -0.0747 0.1985 -0.2990
H 4.237 3.846 2.555 0.8837 0.8006 -0.1006
H -0.553 3.923 -4.078 0.4917 0.0984 0.1718
H -5.060 -1.593 0.996 -0.7318 -0.4655 0.2433
H 2.598 -4.533 -1.731 0.0437 0.0742 -0.5567
H 4.872 -3.103 -2.445 0.4833 -0.1553 0.3218
H -7.836 -3.070 -2.388 -0.0182 0.3535 0.2823
H 0.972 -1.919 2.010 -0.2871 -0.4557 -0.4442
H 0.835 -1.575 3.704 0.4004 -0.5117 0.1510
H 1.941 3.544 2.704 0.2358 -0.4348 0.2406
H 5.230 1.297 1.757 -0.4261 0.0498 0.6489
H -1.184 6.004 -0.953 -0.1472 0.1465 0.1429
H 1.836 3.291 0.994 -0.2547 -0.0143 -0.2088
H 4.116 3.177 -0.367 0.2143 -0.4134 -0.2753
H -1.991 -2.666 1.377 0.3092 0.2911 -0.2150
H 1.084 4.503 -2.033 0.0528 -1.3527 -0.0831
H 3.714 -2.337 1.766 -0.0700 -0.9775 0.1783
H -3.114 -2.037 2.491 -0.1102 -0.3817 0.7011
H -1.195 -0.857 3.796 -0.5008 -0.1981 -0.0130
H -4.930 -0.930 -0.567 -0.2333 -0.1692 -0.3881
H -2.133 -3.344 4.243 1.0721 -0.4769 0.7021
H 2.678 -4.388 0.611 -0.0219 -0.4395 -0.6730
H -1.680 4.976 -3.244 -0.2015 -0.1506 0.1172
H 4.655 0.809 0.256 -0.8463 -0.1532 -0.1259
H 1.684 -3.103 -0.121 -0.3920 0.0493 1.4039
H -2.238 -4.546 2.996 0.4896 -0.1389 -0.3016
H 0.981 7.681 -2.160 0.0539 -0.2309 -0.0197
H -0.386 1.244 -0.608 -0.0436 -0.3033 -0.1256
H 2.579 -2.805 -2.058 0.0469 0.2065 0.3340
H -5.596 -4.406 -2.235 -0.0584 -0.1940 0.1937
H -0.793 7.710 -2.239 0.2275 0.1511 -0.3145
```
Positions in Å, forces in eV/Å.

As for the LUMO energy (spin up / spin down): -3.49 / -9.72 eV. Its expectation value of S² is 0.7582. The net charge is +1. Its multiplicity is 2. The value obtained for the frontier orbital gap (spin up / spin down) is 0.3148 / 0.0860 hartree.

---

Number 3 is which compound? C21H41Br3O10S5